[1]
This record from OMol25 describes a cluster of 2 separate species, C4H12 in total in a non-equilibrium geometry. The level of theory is ωB97M-V/def2-TZVPD.

Calculated values
structure (SMILES) = CC.CC
HOMO energy = -11.3 eV
LUMO = 1.12 eV
HOMO-LUMO gap = 12.43 eV

Last column: Mulliken charge in e.
Element x y z (Å)
C (1.9570, 0.6919, 0.4202)  -0.745
C (2.7467, 0.0215, -0.6695)  -0.773
H (0.9124, 0.7682, 0.2087)  0.042
H (2.0651, 0.4973, 1.4045)  0.417
H (2.1329, 1.8361, 0.5236)  0.276
H (3.8068, 0.0245, -0.4397)  0.301
H (2.3072, -0.9698, -0.7286)  0.260
H (2.8905, 0.6322, -1.6288)  0.246
C (-1.6279, -0.4863, 0.2337)  -0.603
C (-3.1140, -0.4089, -0.0273)  -0.968
H (-1.4072, -0.1966, 1.3048)  0.275
H (-1.2028, -1.4873, 0.1165)  0.287
H (-0.8287, 0.0849, -0.3507)  0.122
H (-3.5156, -1.0279, -0.8457)  0.274
H (-3.3475, 0.5702, -0.3595)  0.308
H (-3.7749, -0.5499, 0.8378)  0.282

[2]
This record from OMol25 describes a cluster of 2 separate species, C4H12 in total in a non-equilibrium geometry. The level of theory is ωB97M-V/def2-TZVPD.

Calculated values
structure (SMILES) = CC.CC
HOMO energy = -11.4 eV
LUMO = 1.13 eV
HOMO-LUMO gap = 12.56 eV

Last column: Mulliken charge in e.
Element x y z (Å)
C (2.0479, 0.9210, 0.3606)  -0.798
C (1.1189, 0.1688, 1.3950)  -0.524
H (2.3962, 0.2164, -0.4459)  0.219
H (1.3689, 1.7381, 0.0423)  0.258
H (2.8254, 1.2041, 1.0203)  0.336
H (0.3103, -0.4172, 0.8708)  -0.121
H (1.7456, -0.5405, 1.9353)  0.371
H (0.4904, 0.9455, 1.9028)  0.272
C (-1.2254, 0.1000, -1.1878)  -0.720
C (-1.8630, -1.1689, -0.5486)  -0.797
H (-2.0387, 0.5682, -1.8922)  0.286
H (-0.8935, 0.9350, -0.4794)  0.173
H (-0.3877, -0.1489, -1.8606)  0.275
H (-2.9096, -1.0356, -0.2192)  0.271
H (-1.4979, -1.6802, 0.3838)  0.277
H (-1.8802, -1.9098, -1.3732)  0.220

[3]
This record from OMol25 describes a cluster of 2 separate species, C4H12 in total in a non-equilibrium geometry. The level of theory is ωB97M-V/def2-TZVPD.

Calculated values
structure (SMILES) = CC.CC
HOMO energy = -11.3 eV
LUMO = 1.11 eV
HOMO-LUMO gap = 12.45 eV

Last column: Mulliken charge in e.
Element x y z (Å)
C (-1.4137, -0.8727, 1.7425)  -0.837
C (-1.7048, -1.9850, 0.7483)  -0.731
H (-1.7213, 0.0418, 1.3275)  0.258
H (-2.0576, -1.0264, 2.5767)  0.338
H (-0.3790, -0.7640, 2.2494)  0.254
H (-1.2676, -1.8021, -0.2325)  0.212
H (-1.0643, -2.8839, 0.9657)  0.261
H (-2.8325, -2.3241, 0.4902)  0.247
C (1.3008, 0.7494, -1.1353)  -0.669
C (1.6894, 2.1977, -1.4292)  -0.803
H (0.5644, 0.7295, -0.2926)  0.065
H (0.9394, 0.0624, -1.8582)  0.362
H (2.1686, 0.1958, -0.7088)  0.266
H (2.6841, 2.0830, -1.9973)  0.212
H (1.9579, 2.7125, -0.4364)  0.212
H (1.1362, 2.8861, -2.0100)  0.352

[4]
This record from OMol25 describes a cluster of 2 separate species, C4H12 in total in a non-equilibrium geometry. The level of theory is ωB97M-V/def2-TZVPD.

Calculated values
HOMO energy (alpha / beta) = -16.8 / -16.7 eV
LUMO (alpha / beta) = -3.09 / -10.43 eV
⟨S²⟩ = 0.754
2S+1 = 2
total charge = +1
HOMO-LUMO gap (alpha / beta) = 13.68 / 6.23 eV

Last column: Mulliken charge in e.
Element x y z (Å)
C (-0.7974, -0.4353, -1.5795)  -0.300
C (-1.4600, -1.5326, -0.8067)  -0.762
H (-1.4556, 0.4053, -1.7793)  0.318
H (0.1860, -0.1226, -1.0692)  -0.137
H (-0.4550, -0.7436, -2.5801)  0.354
H (-1.1189, -1.6953, 0.2278)  0.290
H (-1.4353, -2.5066, -1.3205)  0.309
H (-2.5299, -1.3450, -0.7690)  0.285
C (1.6880, 1.3253, 1.5683)  -1.016
C (0.5397, 0.6999, 0.8270)  -0.588
H (1.8629, 2.3855, 1.3864)  0.333
H (1.3949, 1.3322, 2.6449)  0.339
H (2.6106, 0.7724, 1.4415)  0.351
H (0.1479, -0.1926, 1.3212)  0.368
H (-0.2601, 1.3995, 0.5765)  0.481
H (1.0823, 0.2535, -0.0894)  0.375

[5]
This record from OMol25 describes a cluster of 2 separate species, C4H12 in total in a non-equilibrium geometry. The level of theory is ωB97M-V/def2-TZVPD.

Calculated values
HOMO energy (alpha / beta) = -14.6 / -14.6 eV
LUMO (alpha / beta) = -3.57 / -11.41 eV
⟨S²⟩ = 0.753
2S+1 = 2
total charge = +1
HOMO-LUMO gap (alpha / beta) = 11.06 / 3.20 eV

Last column: Mulliken charge in e.
Element x y z (Å)
C (-0.5335, -1.4467, -0.1130)  -0.646
C (-0.8539, -2.8675, -0.4423)  -1.114
H (0.1258, -0.9001, -0.8096)  0.266
H (-1.4826, -0.8660, -0.1873)  0.321
H (-0.2871, -1.2609, 0.9313)  0.333
H (-0.2807, -3.7201, -0.0769)  0.327
H (-1.9014, -3.1299, -0.1529)  0.262
H (-0.8482, -3.2030, -1.4875)  0.321
C (0.0750, 1.9330, -0.0780)  -0.100
C (1.2925, 2.3876, 0.7165)  -0.707
H (0.2947, 2.6346, -0.9388)  0.344
H (0.1715, 0.8959, -0.3573)  -0.105
H (-0.8866, 2.2639, 0.3132)  0.373
H (2.1521, 2.6033, 0.0833)  0.401
H (1.7995, 1.4636, 1.2034)  0.365
H (1.1629, 3.2124, 1.3959)  0.359

[6]
This record from OMol25 describes a cluster of 2 separate species, C4H12 in total in a non-equilibrium geometry. The level of theory is ωB97M-V/def2-TZVPD.

Calculated values
HOMO energy (alpha / beta) = -14.8 / -14.8 eV
LUMO (alpha / beta) = -3.71 / -11.67 eV
⟨S²⟩ = 0.754
2S+1 = 2
total charge = +1
HOMO-LUMO gap (alpha / beta) = 11.08 / 3.12 eV

Last column: Mulliken charge in e.
Element x y z (Å)
C (0.4611, 1.5155, 2.6917)  -0.537
C (-0.2450, 0.9453, 1.5545)  -0.629
H (1.5213, 1.2784, 2.7618)  0.353
H (0.1803, 2.5412, 2.9908)  0.363
H (-0.0506, 0.9356, 3.5911)  0.361
H (-1.2841, 1.2515, 1.4454)  0.376
H (-0.1808, -0.1716, 1.5878)  0.361
H (0.2771, 1.1741, 0.5730)  0.342
C (0.4668, -1.6778, -1.9007)  -0.798
C (-0.6333, -0.6901, -2.3622)  -0.832
H (1.0790, -1.2418, -1.1139)  0.229
H (-0.0107, -2.6220, -1.6756)  0.277
H (1.1437, -1.8648, -2.7351)  0.306
H (-0.2405, 0.3169, -2.5002)  0.273
H (-1.4282, -0.6354, -1.6142)  0.226
H (-1.0564, -1.0551, -3.2943)  0.330

[7]
This record from OMol25 describes a cluster of 2 separate species, C4H12 in total in a non-equilibrium geometry. The level of theory is ωB97M-V/def2-TZVPD.

Calculated values
HOMO energy (alpha / beta) = -14.2 / -14.2 eV
LUMO (alpha / beta) = -3.71 / -11.62 eV
⟨S²⟩ = 0.753
2S+1 = 2
total charge = +1
HOMO-LUMO gap (alpha / beta) = 10.45 / 2.55 eV

Last column: Mulliken charge in e.
Element x y z (Å)
C (2.0761, -0.6531, 1.7831)  -0.838
C (0.6589, -0.5051, 2.3517)  -0.710
H (2.3111, -1.6491, 1.3731)  0.279
H (2.2603, 0.0661, 0.9908)  0.246
H (2.8195, -0.6978, 2.5816)  0.298
H (-0.0016, -1.1118, 1.7430)  0.177
H (0.3208, 0.5094, 2.1232)  0.215
H (0.6191, -0.7487, 3.3976)  0.339
C (-1.9406, 0.1890, -2.2800)  -0.538
C (-0.7540, 0.9603, -1.8903)  -0.402
H (-1.9122, -0.7450, -1.5938)  0.340
H (-2.9263, 0.5949, -1.9241)  0.378
H (-2.0714, -0.0531, -3.3324)  0.335
H (-1.1508, 2.0105, -1.6326)  0.349
H (-0.0746, 1.1999, -2.7109)  0.331
H (-0.2343, 0.6337, -0.9800)  0.201

Computed energy above the lowest of the compared OMol25 structures with the same formula, charge and spin (kcal/mol) in order:
27.2 22.7 25.6 3.8 20.8 11.8 18.1